Record 1
25
Properties=species:S:1:pos:R:3:forces:R:3:mulliken_charge:R:1 method="wB97M-V/def2-TZVPD" total_charge=0 relative_energy_ev=1.6395 homo_ev=-8.895 smiles=CCCCNCCC e_tot_ha=-331.61065 lumo_ev=1.186 fmax_ha_per_bohr=0.0451
C 0.847866 0.615985 -1.203151 0.237 0.450 0.967 -0.546
C 1.936236 0.274046 -2.221318 -0.364 0.655 -2.196 -0.621
C 2.345365 1.396410 -3.247216 0.030 0.521 2.101 -1.194
C 0.057169 -0.663515 -0.796175 1.901 0.709 1.012 -0.648
N 0.013513 -0.739153 0.686291 -0.520 -0.720 -0.842 -0.428
C -1.044431 0.112206 1.196729 -0.064 0.320 -0.170 -0.587
C -1.418108 -0.081134 2.648863 0.514 0.779 1.991 -0.556
C -2.547147 -1.049632 3.014302 -1.002 -0.332 -1.318 -1.020
H 1.327543 1.055330 -0.291726 -0.174 -0.709 -0.450 0.332
H 0.189136 1.451693 -1.464313 -0.016 -0.301 -0.759 0.390
H 1.520698 -0.414759 -2.979828 0.124 -0.591 0.945 0.280
H 2.830022 -0.173309 -1.772526 -0.370 0.022 0.114 0.389
H 1.732095 1.297088 -4.128599 0.144 0.235 -0.390 0.334
H 2.224687 2.394391 -2.806728 -0.381 -0.057 -0.131 0.307
H 3.409411 1.382397 -3.424899 0.276 -0.424 -0.638 0.324
H -0.966077 -0.665878 -1.165646 0.008 -0.256 -0.627 0.324
H 0.718839 -1.483247 -1.164559 -1.094 0.168 0.251 0.498
H -0.169866 -1.717240 0.899537 -0.166 0.196 0.342 0.255
H -0.764304 1.154571 1.025117 0.638 0.034 0.345 0.310
H -1.991488 0.148277 0.608285 0.116 -0.899 0.017 0.318
H -0.591558 -0.164837 3.430978 -0.409 -0.287 -1.606 0.356
H -1.761320 0.906582 2.894832 -0.499 0.620 0.383 0.311
H -3.504084 -0.534329 3.216852 0.478 0.071 -0.071 0.268
H -2.796625 -1.667284 2.106558 0.361 0.025 1.056 0.307
H -2.366013 -1.649167 3.906295 0.230 -0.229 -0.326 0.296


Record 2
35
Properties=species:S:1:pos:R:3:forces:R:3:mulliken_charge:R:1 method="wB97M-V/def2-TZVPD" total_charge=0 relative_energy_ev=0.0000 homo_ev="-5.684 / -8.174" e_tot_ha=-2178.74827 lumo_ev="0.246 / -2.367" spin_multiplicity=5 fmax_ha_per_bohr=0.0789 s2=6.17
C 2.294602 3.609444 0.477626 -0.253 -0.079 -0.312 -1.094
C 2.737321 2.202541 0.318426 0.550 -0.029 0.429 0.607
N 3.814820 1.712644 0.944351 1.528 -1.439 0.607 -0.652
C 3.887786 0.402731 0.551232 1.961 2.507 2.336 0.534
C 4.920311 -0.556735 1.007366 0.043 -0.018 -0.062 -1.131
C 2.841002 0.159423 -0.302362 -3.278 1.505 -1.861 -0.120
N 2.106318 1.301109 -0.446416 -0.493 -2.552 -1.268 -0.390
H 1.438658 3.821722 -0.160273 0.005 -0.109 -0.014 0.294
H 2.010041 3.806833 1.510044 0.108 -0.032 0.120 0.280
H 3.096780 4.296589 0.212078 0.129 -0.040 0.100 0.350
H 4.806923 -1.527071 0.524745 -0.072 0.039 -0.025 0.327
H 5.918674 -0.182245 0.784140 0.034 0.093 0.060 0.308
H 4.855447 -0.706242 2.084496 0.016 0.077 0.080 0.297
H 2.620798 -0.779590 -0.785399 -0.267 0.055 -0.146 0.401
O -4.110115 -3.342537 1.260599 0.010 0.073 -0.041 -0.328
C -3.406749 -2.526295 0.891906 -1.006 -1.397 0.473 0.263
Fe -2.285899 -1.159876 0.261415 1.242 -1.677 1.595 0.527
C -2.219137 -0.575113 2.044679 0.225 0.620 1.642 0.269
O -2.195862 -0.197465 3.118477 -0.029 0.018 -0.056 -0.313
C -0.753242 -2.194828 0.433038 0.712 -0.413 -0.018 0.327
O 0.198874 -2.815262 0.503411 -0.170 0.096 0.049 -0.312
C -1.259818 0.664062 -0.486732 0.719 0.287 -1.071 0.320
C -0.750191 -0.159967 -1.509969 0.219 1.592 0.840 -0.629
C -1.414529 -1.209549 -2.140645 -1.506 -0.955 -0.670 -0.760
C -2.721736 -1.661820 -1.864605 0.636 0.197 -1.213 -0.004
C -3.803571 -1.014311 -1.202722 -1.387 0.663 -1.066 -1.132
C -3.769771 0.176590 -0.428403 0.487 -0.219 -0.047 0.346
C -2.601771 0.906167 -0.078323 -0.910 1.588 -0.568 -1.226
H -0.513714 1.320805 -0.031960 -0.190 -0.279 -0.057 0.290
H 0.304656 -0.043744 -1.729522 -0.033 0.086 0.149 0.426
H -0.828327 -1.815141 -2.821999 -0.053 -0.128 0.102 0.306
H -2.992039 -2.598520 -2.359159 0.062 0.209 0.253 0.389
H -4.769620 -1.531646 -1.249815 0.453 0.245 0.045 0.459
H -4.713957 0.496907 0.029269 0.453 -0.211 -0.106 0.345
H -2.742964 1.720391 0.641007 0.057 -0.375 -0.276 0.424


Record 3
12
Properties=species:S:1:pos:R:3:forces:R:3:mulliken_charge:R:1 method="wB97M-V/def2-TZVPD" total_charge=0 relative_energy_ev=0.4884 homo_ev="-5.832 / -9.064" e_tot_ha=-1093.78251 lumo_ev="0.491 / -2.010" spin_multiplicity=3 fmax_ha_per_bohr=0.1023 s2=2.02
C -1.069110 0.480538 -0.227571 -2.016 0.652 -2.465 0.465
C 1.168511 -0.707466 -0.373415 2.641 -2.266 -1.746 -0.790
N -1.528973 1.474583 0.582478 -1.996 -2.363 -3.540 -0.598
N -0.747236 1.330537 1.613123 2.534 0.547 3.897 0.098
N 0.365868 0.589968 1.295469 2.989 1.045 4.204 -0.916
N 0.119399 0.009500 0.142188 -2.474 1.001 0.992 0.557
S -1.816894 -0.602143 -1.621941 -0.048 1.675 1.577 0.024
S -0.289437 -1.559226 -2.300472 -1.815 -0.455 -2.690 -0.185
H 1.859474 -0.914962 0.400453 0.807 0.445 0.979 0.384
H 0.932339 -1.707581 -0.775642 -0.010 0.356 1.337 0.254
H 1.659639 -0.307858 -1.276947 -0.031 0.580 0.722 0.407
H -0.653581 1.914111 2.542279 -0.582 -1.217 -3.267 0.300


Record 4
8
Properties=species:S:1:pos:R:3:forces:R:3:mulliken_charge:R:1 method="wB97M-V/def2-TZVPD" total_charge=-2 homo_ev="4.107 / -0.361" e_tot_ha=-228.54882 lumo_ev="7.801 / 7.891" spin_multiplicity=2 fmax_ha_per_bohr=0.0527 s2=0.75
O 1.031530 2.618310 -0.246408 -0.321 0.790 -1.275 -1.049
H 1.167166 1.297325 -0.458195 0.292 -0.420 2.663 0.446
O -2.225200 -2.515587 0.182033 -1.215 -0.311 0.282 -2.811
H -2.365123 -1.759492 -0.414906 0.119 0.021 -0.205 1.045
H -1.285198 -2.594278 0.344926 0.853 0.074 -0.104 0.821
O 1.358472 0.285238 0.164226 0.070 0.167 -1.363 -1.011
H 1.763382 2.913857 0.298523 0.128 -0.311 0.077 0.185
H 0.554971 -0.245373 0.129802 0.074 -0.010 -0.074 0.373


Record 5
11
Properties=species:S:1:pos:R:3:forces:R:3:mulliken_charge:R:1 method="wB97M-V/def2-TZVPD" total_charge=0 relative_energy_ev=1.9382 homo_ev=-9.415 smiles="C=C=COC" e_tot_ha=-231.15249 lumo_ev=1.068 fmax_ha_per_bohr=0.0066
C -1.565786 0.941614 -0.529075 -0.308 0.009 -0.146 -0.590
O -0.354483 1.141428 0.171814 0.042 0.151 0.104 -0.314
C 1.400825 -1.623459 0.993391 -0.020 0.105 -0.080 -0.640
C 1.165720 -0.577498 0.251190 -0.139 -0.001 0.097 0.261
C 0.771272 0.526780 -0.329518 0.173 -0.202 0.064 -0.295
H -1.618898 -0.049737 -0.996846 0.104 0.138 0.113 0.312
H -1.710982 1.714461 -1.294667 0.033 -0.122 0.026 0.235
H -2.364191 1.021360 0.213500 0.054 0.024 -0.173 0.223
H 1.899149 -1.513811 1.953145 0.115 -0.075 -0.177 0.234
H 1.069591 -2.615765 0.699776 0.052 0.110 0.026 0.242
H 1.307780 1.034625 -1.132710 -0.105 -0.137 0.146 0.333


Record 6
35
Properties=species:S:1:pos:R:3:forces:R:3:mulliken_charge:R:1 method="wB97M-V/def2-TZVPD" total_charge=0 homo_ev=-8.633 smiles=c1ccc(-c2cnnc(SCc3cn4cccnc4n3)n2)cc1 e_tot_ha=-1343.61394 lumo_ev=-0.288 fmax_ha_per_bohr=0.0211
C -4.911817 -2.813611 0.091088 -0.030 0.001 -0.017 -0.378
C -5.648730 -1.728262 -0.355454 -0.107 -0.077 -0.002 -0.695
C -5.071419 -0.474683 -0.426216 0.202 0.072 0.050 -0.524
C -3.740392 -0.295239 -0.050108 -0.269 -0.492 0.079 0.909
C -3.001973 -1.396200 0.386878 -0.055 0.151 -0.024 -0.284
C -3.586318 -2.644882 0.459355 -0.009 -0.065 0.002 -0.603
H -3.007899 -3.489995 0.801553 0.046 -0.062 0.031 0.393
H -1.970663 -1.250607 0.668043 0.070 -0.007 0.021 0.421
C -3.097521 1.015239 -0.108096 0.260 0.872 -0.014 0.602
N -1.768587 1.050361 -0.089733 -0.273 -0.012 -0.030 -0.169
C -1.200986 2.247654 -0.196496 -0.376 -0.554 0.058 0.420
N -1.846746 3.399234 -0.360329 1.006 0.314 0.022 -0.328
N -3.142372 3.378585 -0.321588 -0.863 0.316 -0.011 -0.619
C -3.789554 2.239776 -0.173842 0.208 -0.623 -0.021 -0.641
H -4.863218 2.317375 -0.112778 -0.087 -0.045 -0.012 0.434
S 0.534277 2.338656 -0.145603 0.529 -0.091 -0.051 -0.185
C 0.924127 0.564168 0.117609 -0.425 0.382 0.003 -0.287
C 2.389215 0.343924 0.068919 0.574 0.436 0.225 0.172
C 3.385852 1.101525 0.652839 -0.929 0.283 0.095 -0.739
N 4.552663 0.499681 0.327387 0.037 -0.874 -0.568 0.125
C 5.844218 0.770843 0.593561 0.690 -0.087 -0.014 0.046
C 6.797346 -0.070477 0.094329 -0.227 0.310 0.189 -0.664
C 6.382853 -1.178949 -0.673250 -0.146 -0.076 -0.059 -0.036
N 5.133010 -1.448860 -0.937271 0.540 -0.610 -0.376 -0.599
C 4.207187 -0.637197 -0.460099 -0.321 0.858 0.582 0.472
N 2.904235 -0.707198 -0.603009 -0.194 -0.372 -0.277 -0.652
H 7.109997 -1.865560 -1.082901 0.154 -0.028 -0.007 0.422
H 7.841981 0.109353 0.282640 0.070 0.052 0.039 0.364
H 6.063705 1.644798 1.191436 -0.040 -0.004 -0.004 0.398
H 3.329004 1.998220 1.234906 0.066 0.186 0.138 0.443
H 0.435536 -0.015856 -0.663173 0.076 -0.024 0.127 0.414
H 0.511223 0.290363 1.090076 -0.012 -0.115 -0.117 0.311
H -5.650396 0.358326 -0.794908 -0.055 0.074 -0.029 0.295
H -6.678496 -1.860415 -0.652690 -0.073 -0.012 -0.028 0.382
H -5.369358 -3.790102 0.146936 -0.037 -0.077 0.001 0.381